DFT (ωB97M-V/def2-TZVPD) results for a 4-piece molecular cluster, C37H73N2O13S4 overall in a non-equilibrium geometry.

Largest force on an atom   7.0 eV/A
E_tot   -112470.855 eV
Charge   -1
LUMO level   1.486 eV
Orbital gap   7.3 eV

Last column: Löwdin charge in e.
Cartesian coordinates (Å):
C1 3.928 -6.244 2.097  -0.1366
C2 3.042 -6.660 3.446  -0.2524
C3 2.430 -8.190 3.303  -0.1983
C4 1.302 -8.216 2.068  -0.2142
N1 0.162 -9.112 2.498  -0.2065
C5 -0.732 -8.476 3.538  -0.2077
C6 -1.758 -7.330 2.971  -0.1766
C7 -3.352 -7.672 3.185  -0.2182
C8 -4.323 -6.362 3.352  -0.2799
S1 -4.393 -5.227 1.863  0.6394
O1 -3.045 -5.023 1.131  -0.4490
O2 -5.372 -5.897 0.821  -0.4463
N2 -5.084 -3.647 2.199  -0.3407
S2 -3.841 -2.482 2.633  0.6561
O3 -4.584 -1.370 3.470  -0.4657
O4 -3.363 -1.784 1.338  -0.4259
C9 -2.479 -3.168 3.720  -0.2531
C10 -0.962 -2.695 3.321  -0.1396
C11 0.021 -2.229 4.592  -0.0398
C12 1.582 -1.766 4.405  -0.0901
C13 2.233 -1.712 2.873  -0.0837
C14 1.272 -2.172 1.612  -0.0652
C15 -0.305 -2.667 1.819  0.0097
C16 -0.605 -9.697 1.334  -0.9535
S3 -1.766 -10.935 1.693  0.5311
S4 -0.411 -9.258 -0.476  0.7614
C17 -0.755 -7.449 -0.816  -0.4884
C18 0.024 -6.855 -2.162  -0.2742
C19 0.265 -5.235 -1.831  -0.1464
H1 3.451 -5.282 1.605  0.0721
H2 5.044 -6.061 2.439  0.0754
H3 3.859 -7.101 1.300  0.0662
H4 2.123 -5.922 3.464  0.1011
H5 3.702 -6.537 4.405  0.0999
H6 3.353 -8.883 3.002  0.1131
H7 2.016 -8.634 4.307  0.1003
H8 1.908 -8.625 1.127  0.1239
H9 0.992 -7.091 1.904  0.1182
H10 -0.113 -7.982 4.431  0.1304
H11 -1.389 -9.323 4.062  0.1071
H12 -1.470 -6.315 3.519  0.1131
H13 -1.597 -7.132 1.825  0.0881
H14 -3.435 -8.289 4.200  0.1171
H15 -3.799 -8.396 2.350  0.1260
H16 -5.423 -6.783 3.529  0.1222
H17 -4.022 -5.823 4.361  0.1058
H18 -2.687 -2.748 4.818  0.1166
H19 -2.463 -4.337 3.824  0.0636
H20 -0.440 -2.266 5.692  0.0880
H21 2.180 -1.480 5.384  0.0736
H22 3.341 -1.345 2.786  0.0660
H23 1.749 -2.121 0.534  0.0722
H24 -0.948 -2.977 0.885  0.0922
H25 -1.926 -7.327 -0.912  0.1099
H26 -0.307 -6.833 0.093  0.0655
H27 -0.714 -6.928 -3.088  0.1114
H28 1.028 -7.413 -2.396  0.0992
H29 0.637 -4.632 -2.771  0.0760
H30 -0.780 -4.777 -1.502  0.0918
H31 0.978 -5.133 -0.897  0.0733
C20 0.604 2.102 -1.336  -0.0995
O5 2.010 1.931 -1.246  -0.2073
C21 2.365 0.849 -0.383  -0.1948
C22 3.824 0.443 -0.612  -0.1681
O6 3.988 -0.417 -1.746  -0.1425
C23 3.895 0.222 -3.026  -0.1697
C24 5.141 1.044 -3.366  -0.1946
O7 5.078 2.328 -2.741  -0.2064
C25 6.341 2.973 -2.723  -0.1138
H32 0.176 2.301 -0.350  0.0920
H33 0.404 2.956 -1.989  0.0732
H34 0.143 1.214 -1.779  0.0929
H35 1.711 -0.010 -0.565  0.1101
H36 2.239 1.192 0.649  0.1264
H37 4.149 -0.150 0.251  0.1160
H38 4.487 1.308 -0.672  0.1182
H39 2.979 0.811 -3.109  0.1209
H40 3.820 -0.593 -3.753  0.1249
H41 5.189 1.204 -4.449  0.1216
H42 6.037 0.506 -3.040  0.1249
H43 7.055 2.393 -2.131  0.0848
H44 6.220 3.952 -2.254  0.0874
H45 6.718 3.112 -3.742  0.0837
C26 -3.179 8.320 -5.711  -0.1112
O8 -3.557 7.071 -5.154  -0.2095
C27 -3.618 6.040 -6.142  -0.1931
C28 -3.636 4.663 -5.472  -0.1679
O9 -2.328 4.214 -5.094  -0.1362
C29 -1.768 4.845 -3.936  -0.1683
C30 -2.401 4.353 -2.632  -0.1963
O10 -3.633 5.037 -2.386  -0.2168
C31 -4.422 4.376 -1.410  -0.1007
H46 -3.891 8.631 -6.481  0.0837
H47 -3.174 9.065 -4.911  0.0852
H48 -2.169 8.258 -6.129  0.0862
H49 -2.758 6.111 -6.816  0.1254
H50 -4.543 6.181 -6.712  0.1221
H51 -3.991 3.933 -6.209  0.1258
H52 -4.326 4.625 -4.627  0.1208
H53 -1.800 5.933 -4.023  0.1108
H54 -0.712 4.554 -3.929  0.1218
H55 -1.729 4.569 -1.795  0.1003
H56 -2.572 3.273 -2.690  0.1319
H57 -4.705 3.379 -1.763  0.0912
H58 -5.334 4.959 -1.255  0.0879
H59 -3.880 4.304 -0.461  0.0879
C32 -1.909 8.340 -1.206  -0.0977
O11 -1.030 8.213 -0.099  -0.2055
C33 -1.022 6.886 0.432  -0.1835
C34 0.194 6.684 1.339  -0.1653
O12 1.390 6.390 0.605  -0.1375
C35 1.992 7.502 -0.067  -0.1704
C36 2.717 8.449 0.892  -0.1943
O13 1.788 9.347 1.506  -0.2079
C37 2.339 9.983 2.647  -0.1133
H60 -2.932 8.085 -0.917  0.0895
H61 -1.884 9.378 -1.547  0.0865
H62 -1.576 7.699 -2.029  0.0805
H63 -1.001 6.154 -0.382  0.1096
H64 -1.940 6.757 1.016  0.1270
H65 0.010 5.799 1.959  0.1277
H66 0.344 7.524 2.020  0.1183
H67 1.267 8.027 -0.692  0.1192
H68 2.739 7.066 -0.739  0.1254
H69 3.442 9.052 0.334  0.1213
H70 3.244 7.867 1.657  0.1262
H71 2.581 9.242 3.415  0.0858
H72 1.589 10.667 3.053  0.0876
H73 3.233 10.555 2.377  0.0838